329
Properties=species:S:1:pos:R:3:forces:R:3 method="wB97M-V/def2-TZVPD" charge=+4 homo_lumo_gap_ev=8.363
C 4.796 -5.031 -4.266 -0.7 0.2 -0.5
C 3.465 -5.672 -4.725 -0.6 2.0 1.3
C 2.443 -4.622 -5.274 2.2 0.4 -1.1
C 1.757 -3.817 -4.213 -0.9 0.2 1.3
N 0.609 -2.905 -4.619 0.8 0.8 -1.1
C -0.456 -3.629 -5.373 -0.6 -0.9 -0.4
C -1.818 -2.978 -4.960 -0.3 -0.9 -0.6
C -1.440 -1.789 -4.089 0.1 1.0 0.2
C -0.141 -2.248 -3.461 1.5 0.0 0.0
C 1.146 -1.887 -5.623 -1.3 0.3 -1.3
C 2.227 -0.911 -5.283 0.1 0.7 -0.2
C 2.548 0.030 -6.500 -1.2 0.7 0.8
H 5.314 -4.721 -5.175 0.3 0.1 0.2
H 5.392 -5.780 -3.763 0.3 0.0 0.2
H 4.678 -4.138 -3.608 -0.1 -0.7 -0.4
H 3.011 -6.208 -3.907 -0.3 -0.3 0.4
H 3.618 -6.385 -5.486 0.4 -0.8 -1.0
H 1.724 -5.156 -5.844 -0.8 -0.5 -0.6
H 3.061 -4.022 -6.037 -1.1 -0.4 1.2
H 2.399 -3.228 -3.587 0.7 0.7 -0.1
H 1.310 -4.469 -3.465 -0.3 -0.5 -0.2
H -0.297 -3.541 -6.471 0.0 0.0 0.9
H -0.296 -4.690 -5.123 -0.7 0.3 0.0
H -2.389 -2.767 -5.889 0.3 0.3 0.7
H -2.457 -3.680 -4.407 0.4 0.0 0.0
H -1.243 -0.895 -4.719 -0.1 -0.4 0.5
H -2.160 -1.432 -3.313 0.4 -0.5 -0.7
H 0.557 -1.509 -3.036 -0.5 0.2 -0.1
H -0.240 -3.039 -2.714 -0.4 -0.1 0.0
H 0.298 -1.258 -5.986 0.3 -0.7 0.5
H 1.331 -2.543 -6.483 0.7 0.5 0.1
H 3.150 -1.378 -4.966 0.3 -0.3 0.1
H 1.908 -0.255 -4.461 0.0 -0.2 0.0
H 1.646 0.587 -6.931 1.0 -1.0 0.6
H 3.113 -0.416 -7.302 0.0 -0.4 -0.2
H 3.173 0.797 -6.057 0.2 0.3 -0.2
C 0.968 -2.023 10.063 -0.4 1.6 1.7
C 0.812 -0.507 9.662 -0.8 -1.1 1.7
C -0.633 -0.108 10.206 1.7 -0.2 -2.2
C -1.021 1.193 9.543 1.6 2.7 2.4
N -2.341 1.754 9.997 -0.1 -0.7 1.9
C -3.404 0.714 9.668 1.2 0.3 0.3
C -4.428 1.491 8.914 -0.8 -0.8 0.3
C -3.716 2.569 8.171 0.7 1.6 0.3
C -2.747 3.015 9.343 -0.6 0.8 -1.2
C -2.483 1.971 11.502 0.2 0.6 -0.2
C -1.661 3.087 12.131 -2.2 0.5 -0.1
C -2.003 3.102 13.650 2.0 0.3 0.8
H 0.383 -2.712 9.476 -0.3 0.1 -0.3
H 0.654 -2.158 11.142 0.4 0.1 -1.1
H 1.988 -2.285 10.000 1.2 -0.6 -0.1
H 0.981 -0.458 8.595 -0.6 0.5 -0.4
H 1.565 0.154 10.156 -0.4 -0.7 -0.3
H -0.588 -0.179 11.291 -0.1 0.6 0.0
H -1.279 -0.884 9.835 -0.4 -0.4 0.0
H -0.995 1.225 8.484 -0.4 -0.8 -1.1
H -0.258 1.997 9.800 -0.7 -0.8 0.1
H -3.688 0.244 10.625 -0.1 0.0 -0.8
H -2.844 0.043 9.017 -0.7 -0.4 -0.1
H -5.182 1.934 9.575 -0.1 -0.4 -0.2
H -4.794 0.777 8.220 -1.3 -0.4 -0.6
H -4.453 3.373 7.941 0.8 -0.4 0.1
H -3.269 2.218 7.224 0.2 0.1 0.6
H -3.380 3.564 10.042 -0.2 -0.3 0.0
H -1.901 3.709 9.252 0.0 -0.6 -0.8
H -2.315 1.085 12.062 0.5 -1.2 0.0
H -3.559 2.122 11.621 0.1 0.5 0.1
H -2.010 4.032 11.659 0.5 -0.3 0.4
H -0.600 2.989 11.951 0.3 -0.1 0.1
H -3.046 2.977 14.015 0.6 0.4 -0.8
H -1.499 4.013 14.071 -1.1 -0.5 -0.2
H -1.400 2.324 14.164 -0.5 0.0 -0.4
C -3.515 -5.889 -2.580 -1.2 -0.4 -1.0
C -3.195 -4.647 -1.704 -0.3 -3.8 1.4
C -4.423 -4.257 -0.936 -1.4 1.1 -0.4
C -4.223 -2.764 -0.653 0.3 -0.5 -0.3
N -5.328 -2.005 0.004 -1.2 0.4 -0.2
C -6.145 -2.786 0.979 0.4 -0.9 0.1
C -6.648 -1.815 2.062 0.3 0.0 -1.8
C -5.787 -0.539 1.884 -1.0 1.4 -0.5
C -4.726 -0.920 0.828 -1.6 0.9 -0.3
C -6.301 -1.305 -1.018 1.1 0.1 0.1
C -7.026 -2.190 -2.018 0.8 -0.1 0.3
C -7.758 -1.308 -3.000 0.4 0.7 -0.8
H -3.992 -6.709 -2.013 0.4 0.4 0.3
H -2.734 -6.391 -3.186 0.0 0.7 0.5
H -4.345 -5.665 -3.321 1.0 0.2 0.7
H -2.962 -3.818 -2.260 1.3 1.8 -1.6
H -2.432 -4.915 -0.926 -0.1 0.5 -0.9
H -4.529 -4.837 -0.033 -0.1 -0.1 0.3
H -5.328 -4.407 -1.566 0.5 0.0 0.4
H -4.005 -2.213 -1.559 -0.2 0.0 -0.4
H -3.280 -2.690 -0.089 -0.7 0.2 0.4
H -6.907 -3.349 0.429 0.0 0.3 0.2
H -5.448 -3.503 1.399 0.0 -0.1 0.3
H -7.712 -1.692 1.907 -0.2 0.6 0.1
H -6.522 -2.264 3.000 0.3 -0.6 1.4
H -6.486 0.313 1.603 1.0 -0.9 0.0
H -5.287 -0.196 2.802 -0.2 -0.4 -0.2
H -4.298 -0.253 0.097 -0.3 1.0 0.1
H -3.930 -1.310 1.359 1.6 -1.3 1.0
H -5.620 -0.608 -1.596 -0.9 -0.5 0.9
H -7.049 -0.795 -0.395 0.5 0.2 -0.1
H -7.789 -2.815 -1.592 0.0 -0.7 0.6
H -6.248 -2.803 -2.505 -0.6 0.1 -0.2
H -8.214 -1.950 -3.764 0.0 0.3 0.1
H -6.984 -0.657 -3.481 -1.0 -0.2 0.2
H -8.566 -0.695 -2.524 0.8 -0.4 -0.3
C 8.139 -0.722 2.879 0.8 -0.4 0.3
C 8.525 0.359 1.861 -1.2 -0.8 1.0
C 7.694 0.232 0.602 -0.2 0.9 -1.8
C 7.852 1.536 -0.286 -0.3 1.4 0.8
N 6.827 1.728 -1.406 -0.2 -1.1 0.4
C 7.075 2.978 -2.136 -1.9 1.7 -2.8
C 6.040 3.953 -1.588 -0.7 1.1 0.1
C 4.844 3.098 -1.362 -1.7 0.4 1.6
C 5.394 1.823 -0.802 0.7 -1.2 1.2
C 7.029 0.594 -2.322 -0.9 -2.1 1.1
C 6.023 0.426 -3.420 -0.7 1.8 -0.3
C 6.520 -0.646 -4.355 -0.4 -0.2 -0.3
H 8.133 -1.756 2.525 0.6 0.1 -0.3
H 7.145 -0.632 3.248 -1.1 0.7 0.2
H 8.772 -0.624 3.770 0.0 -0.3 -0.3
H 9.569 0.316 1.665 0.9 -0.1 -0.4
H 8.371 1.283 2.403 -0.2 0.6 -0.3
H 6.603 0.049 0.835 1.2 0.1 -0.2
H 8.103 -0.599 -0.042 -0.6 0.5 0.9
H 8.847 1.599 -0.780 -0.6 -0.1 0.3
H 7.669 2.509 0.292 0.6 -1.5 -0.2
H 6.991 2.853 -3.315 0.2 0.1 2.8
H 8.007 3.383 -1.932 2.0 0.1 0.1
H 5.732 4.884 -2.178 1.1 -1.3 0.7
H 6.328 4.223 -0.563 0.4 0.6 -0.3
H 4.228 3.008 -2.223 -0.4 -0.7 -0.9
H 4.154 3.540 -0.602 0.5 -0.2 -0.5
H 4.797 0.901 -0.978 0.5 0.7 -0.3
H 5.594 1.829 0.325 -0.5 0.4 -1.5
H 6.937 -0.296 -1.651 0.5 0.8 -0.9
H 8.023 0.691 -2.704 0.7 0.0 -0.3
H 6.022 1.383 -3.974 -0.4 -0.4 0.1
H 5.004 0.282 -2.983 0.6 -0.1 -0.6
H 7.599 -0.426 -4.531 -0.7 -0.7 -0.1
H 5.965 -0.704 -5.311 0.4 0.4 0.4
H 6.290 -1.588 -3.860 0.8 -0.5 -0.1
C 1.713 -8.376 8.842 0.6 -0.3 -0.5
C 1.250 -7.653 7.592 0.6 0.6 -0.5
C 0.346 -6.470 7.942 0.8 0.7 0.5
C -0.419 -5.962 6.703 -0.2 1.0 1.8
N -0.733 -4.466 6.682 1.1 0.9 -0.3
C -1.516 -4.094 5.449 -1.3 0.7 0.0
C -2.972 -4.336 5.907 -0.1 -0.6 -1.3
C -2.990 -3.652 7.254 0.2 0.4 -1.4
C -1.649 -4.090 7.818 -0.2 0.9 1.5
C 0.505 -3.506 6.689 -2.3 -0.1 0.2
C 1.380 -3.636 5.505 0.3 -1.3 0.4
C 2.414 -2.552 5.551 0.7 0.0 -1.1
H 0.902 -8.857 9.359 -0.6 0.3 0.5
H 2.309 -7.738 9.498 -0.3 0.0 0.1
H 2.326 -9.225 8.583 0.5 -0.2 -0.2
H 0.837 -8.329 6.850 -0.6 -0.3 0.2
H 2.087 -7.198 7.031 0.1 -0.4 0.4
H 1.080 -5.699 8.301 -0.8 -0.4 -0.2
H -0.251 -6.749 8.836 -0.2 0.4 -0.8
H -1.400 -6.398 6.719 -0.3 -0.5 -0.6
H 0.140 -6.167 5.825 0.3 -0.3 -0.9
H -1.443 -2.968 5.286 0.2 -1.4 0.3
H -1.151 -4.612 4.558 -0.2 -0.1 0.3
H -3.634 -3.899 5.144 0.1 -0.3 0.4
H -3.221 -5.414 6.040 0.2 0.6 -0.4
H -2.989 -2.574 7.072 0.1 -0.1 0.2
H -3.883 -3.879 7.801 -0.1 -0.5 0.7
H -1.205 -3.181 8.256 -0.1 -0.8 0.4
H -1.769 -4.922 8.537 0.5 0.5 -0.4
H 1.105 -3.796 7.510 0.3 0.1 1.3
H 0.031 -2.501 6.811 0.5 -0.6 -0.1
H 0.864 -3.756 4.580 -0.5 0.6 -0.8
H 1.834 -4.622 5.617 0.6 0.0 -0.1
H 3.244 -2.852 4.906 0.0 0.4 -0.1
H 2.848 -2.432 6.522 0.1 0.0 0.8
H 2.033 -1.575 5.254 -0.1 0.0 -0.1
C 1.773 4.284 2.753 -0.6 -0.8 0.2
C 1.381 3.926 1.308 -1.4 1.1 0.5
C -0.127 4.174 0.882 1.7 -2.1 -0.6
C -0.292 3.423 -0.488 0.4 0.8 1.2
N -1.569 3.757 -1.193 1.9 0.5 -1.0
C -1.751 5.242 -1.506 -0.2 -0.1 1.1
C -3.224 5.241 -1.886 0.2 2.4 0.2
C -3.864 4.019 -1.281 1.7 -1.8 -2.1
C -2.761 3.301 -0.484 -1.2 4.4 1.2
C -1.514 3.037 -2.501 0.0 -1.6 -0.4
C -0.502 3.511 -3.536 1.0 0.8 0.0
C -0.549 2.705 -4.865 1.3 0.0 2.0
H 1.074 3.753 3.463 0.9 0.8 -0.4
H 1.861 5.371 2.941 -0.6 -0.5 -0.1
H 2.795 3.921 2.900 -0.2 -0.2 0.2
H 1.645 2.920 1.036 0.2 -0.6 0.1
H 1.972 4.593 0.734 0.7 0.4 -1.1
H -0.269 5.210 0.679 -0.3 0.8 0.5
H -0.766 3.755 1.668 -0.2 0.4 -0.2
H -0.162 2.326 -0.411 -0.4 0.7 -0.1
H 0.483 3.768 -1.168 0.2 -0.1 0.2
H -1.058 5.644 -2.269 -0.4 -0.7 0.5
H -1.580 5.825 -0.588 -0.1 -0.4 -0.3
H -3.284 5.331 -2.960 -0.4 -0.4 -0.3
H -3.660 6.183 -1.502 0.0 -0.5 -0.2
H -4.125 3.378 -2.133 -0.6 -0.1 0.6
H -4.665 4.231 -0.683 -2.2 0.4 1.3
H -2.862 2.272 -0.436 0.1 -2.0 0.0
H -2.767 3.833 0.522 0.3 -1.1 -0.9
H -2.486 2.922 -2.935 -0.7 0.7 -0.2
H -1.427 2.006 -2.137 0.9 -0.1 -0.7
H 0.487 3.428 -3.074 0.1 -0.2 -0.4
H -0.582 4.606 -3.788 -0.4 -1.1 0.2
H -1.567 2.455 -5.004 -1.0 -0.5 -0.8
H 0.094 1.812 -4.733 -0.6 0.2 -0.1
H -0.125 3.299 -5.656 -0.1 0.2 -0.4
C -13.135 2.929 -2.192 0.9 0.4 -1.6
C -12.858 1.801 -3.214 -2.2 -0.3 0.6
C -13.403 2.200 -4.623 2.3 0.7 -0.4
C -14.877 2.619 -4.713 0.2 -0.2 0.8
N -15.404 2.910 -6.128 1.1 0.1 -0.4
C -15.424 1.638 -7.017 -0.3 -0.9 2.0
C -16.866 1.099 -6.827 -0.1 0.1 -2.2
C -17.699 2.416 -6.768 0.5 -1.0 0.8
C -16.787 3.441 -6.053 -1.7 -3.6 1.6
C -14.529 3.951 -6.763 1.0 0.2 0.3
C -15.037 4.533 -8.106 0.5 -0.8 0.8
C -13.880 4.799 -9.059 0.4 2.3 0.4
H -12.565 3.851 -2.463 -0.5 -0.6 0.1
H -12.820 2.668 -1.212 0.0 -0.3 0.9
H -14.190 3.166 -2.224 -0.2 0.1 0.5
H -13.328 0.848 -2.832 0.1 0.9 -0.5
H -11.823 1.546 -3.282 0.8 0.2 -0.2
H -13.101 1.416 -5.315 -0.5 -0.4 -0.1
H -12.659 3.013 -4.948 -1.5 -0.5 0.4
H -15.008 3.525 -4.050 -0.2 -0.8 -1.2
H -15.526 1.819 -4.301 0.3 0.4 -0.3
H -15.244 1.844 -8.060 0.2 0.6 -0.1
H -14.592 1.016 -6.607 -0.9 0.2 -0.6
H -17.201 0.495 -7.742 0.6 0.9 1.2
H -16.979 0.419 -6.015 0.0 -0.1 0.9
H -17.891 2.667 -7.779 -0.3 0.6 -1.0
H -18.664 2.280 -6.262 0.4 0.1 -0.1
H -16.816 4.370 -6.473 -0.2 2.5 -0.7
H -17.128 3.393 -5.004 0.5 0.7 -0.4
H -13.571 3.450 -6.936 -0.1 0.1 0.1
H -14.360 4.705 -5.950 -0.2 -0.4 -1.0
H -15.483 5.459 -7.870 -0.8 1.2 0.1
H -15.834 3.897 -8.503 0.3 0.0 -0.3
H -14.193 5.438 -9.925 0.2 -1.0 0.5
H -13.323 3.933 -9.321 0.1 -0.9 -0.7
H -13.114 5.455 -8.550 -0.8 -0.6 -0.2
C 12.965 0.064 -2.913 0.5 1.0 0.3
C 14.019 0.559 -3.889 1.6 0.1 0.0
C 14.280 2.084 -3.894 -1.3 -0.8 1.2
C 13.158 2.708 -4.641 -1.0 -0.3 -1.6
N 13.040 4.180 -4.669 0.3 1.7 -0.6
C 12.445 4.697 -3.407 1.1 -0.2 1.4
C 11.520 5.856 -3.657 -0.6 1.4 -0.3
C 11.545 6.110 -5.187 0.1 -1.7 0.0
C 12.001 4.660 -5.620 0.2 -0.1 -3.4
C 14.400 4.830 -5.029 -1.7 0.6 1.3
C 15.093 4.394 -6.305 0.8 -0.6 1.3
C 16.308 5.290 -6.531 1.3 0.6 -0.2
H 11.978 0.472 -3.087 -0.3 -0.2 -0.2
H 13.244 0.371 -1.897 0.0 0.0 -0.1
H 13.001 -1.005 -2.913 -0.4 -0.7 -0.1
H 13.898 0.180 -4.905 -0.3 0.0 -0.1
H 14.979 0.149 -3.549 -0.1 -0.2 -0.2
H 15.247 2.377 -4.222 0.9 -0.1 -0.6
H 14.226 2.311 -2.839 0.0 0.6 0.5
H 12.187 2.404 -4.234 0.1 -0.4 -0.3
H 13.231 2.417 -5.716 -0.2 0.0 0.7
H 13.230 4.915 -2.680 0.0 -0.1 -0.1
H 11.860 3.876 -3.055 -0.3 -0.5 0.5
H 11.841 6.771 -3.125 -0.3 -0.5 -0.1
H 10.517 5.546 -3.329 0.3 0.3 -0.1
H 12.292 6.870 -5.417 -0.1 -0.1 -0.2
H 10.571 6.411 -5.648 0.9 -0.4 0.5
H 12.515 4.535 -6.654 -1.2 0.6 1.5
H 11.162 3.941 -5.613 0.3 0.4 0.3
H 14.901 4.639 -4.071 0.8 0.1 -0.7
H 14.159 5.902 -5.056 0.3 -0.2 0.0
H 14.480 4.441 -7.203 -0.2 -0.2 0.2
H 15.496 3.355 -6.118 -0.6 1.0 -0.7
H 16.860 4.788 -7.335 0.0 0.6 -0.1
H 17.032 5.305 -5.700 -0.5 -0.3 0.1
H 16.181 6.394 -6.747 -0.5 -1.4 -0.1
C 5.163 -2.089 -0.920 -1.5 0.1 0.2
C 4.216 -1.649 0.281 -0.7 -0.3 -1.3
C 2.701 -2.060 0.028 1.3 0.9 -0.3
C 1.915 -1.806 1.268 -0.9 -2.1 -0.3
N 0.385 -2.080 1.159 1.7 0.1 3.4
C -0.403 -1.219 0.259 2.2 1.3 -1.6
C -0.904 -0.001 1.036 3.3 -1.6 1.4
C -1.076 -0.617 2.476 -1.3 0.8 0.3
C -0.172 -1.858 2.625 -0.1 1.7 -1.0
C 0.119 -3.487 0.828 0.5 -0.2 -2.1
C 0.864 -4.574 1.490 -0.6 -0.9 3.1
C 0.207 -5.920 1.211 1.0 0.2 -2.1
H 4.614 -1.880 -1.867 0.3 -0.2 0.5
H 5.383 -3.185 -0.892 -0.1 0.9 0.1
H 6.079 -1.494 -0.998 -0.3 -0.6 0.5
H 4.118 -0.552 0.349 0.6 -0.3 0.2
H 4.582 -2.069 1.222 0.0 0.2 0.0
H 2.643 -3.083 -0.282 -0.1 -0.7 -0.3
H 2.326 -1.374 -0.733 0.1 -0.2 -0.4
H 2.097 -0.812 1.569 -0.3 1.2 0.7
H 2.240 -2.551 2.009 -0.1 0.7 0.2
H -1.203 -1.847 -0.047 -0.9 -0.3 -0.5
H 0.282 -0.954 -0.649 -1.4 -0.3 1.4
H -1.766 0.247 0.536 -2.3 1.1 -0.7
H -0.152 0.819 0.963 -0.5 -0.6 0.2
H -2.164 -0.909 2.565 1.3 0.0 0.1
H -0.869 0.080 3.321 -0.2 -0.3 -0.8
H -0.766 -2.723 2.879 0.0 -0.1 0.1
H 0.627 -1.648 3.354 -0.1 -0.3 -0.6
H 0.366 -3.518 -0.235 -0.7 -0.3 -0.4
H -0.921 -3.664 1.101 -0.3 0.1 -0.7
H 0.568 -4.419 2.520 0.4 0.1 0.9
H 1.938 -4.609 1.545 0.5 0.1 -0.8
H 0.248 -6.034 0.123 -0.7 -0.2 -0.1
H -0.770 -6.018 1.603 -1.3 0.4 0.1
H 0.685 -6.817 1.532 1.1 -0.3 0.7
Cl -2.926 -3.392 2.460 -0.3 -0.4 -0.1
Cl 1.713 1.111 -1.883 0.1 -0.4 0.1
Cl -1.642 -0.533 6.684 0.1 0.0 0.0
Cl -3.413 0.229 -2.151 0.1 0.2 0.1
Cl 9.773 2.233 -3.586 0.2 0.1 0.0